C41H31Cl3IN2O2OsPS3 as an isolated structure at a distorted geometry. Source: the OMol25 dataset; level of theory: the ωB97M-V functional and the def2-TZVPD basis.

The calculation puts the HOMO-LUMO gap (alpha / beta) at 0.2189 / 0.2358 hartree. The calculation puts the energy relative to the best compared isomer or geometry (same formula, charge and spin) at 59.4 kJ/mol. The lowest unoccupied orbital energy (alpha / beta) is -0.557 / -1.688 eV. As for the expectation value of S²: 6.06. For the HOMO energy (alpha / beta), the calculation gives -6.51 / -8.11 eV. As for the spin multiplicity: 5. As for the strongest force on any atom: 0.0463 hartree/bohr. As for the net charge: 0. As for the total energy: -140021.7238 eV.

```
85
Properties=species:S:1:pos:R:3:lowdin_spin:R:1
Os 0.31 -0.69 0.15 1.571
I 0.90 2.82 -1.41 0.022
C -0.09 4.33 -0.30 0.005
C 0.58 5.52 -0.14 0.001
C -0.06 6.63 0.41 0.000
C -1.38 6.54 0.73 0.000
C -2.10 5.34 0.56 0.001
C -3.49 5.33 0.78 0.000
C -4.22 4.22 0.49 0.002
C -3.57 3.04 0.12 0.006
C -2.20 2.96 -0.01 0.025
P -1.63 1.19 -0.16 0.100
C -2.81 0.50 1.09 0.012
C -2.41 0.66 2.42 0.003
C -3.24 0.26 3.45 0.000
C -4.46 -0.33 3.18 0.004
C -4.84 -0.53 1.86 0.001
C -4.03 -0.11 0.82 0.004
C -2.39 0.73 -1.74 0.008
C -2.74 -0.61 -1.90 0.008
C -3.37 -1.04 -3.05 0.002
C -3.63 -0.13 -4.06 0.007
C -3.26 1.20 -3.92 0.000
C -2.64 1.64 -2.76 0.006
C -1.43 4.16 0.09 0.002
H 1.61 5.61 -0.48 0.000
H 0.48 7.56 0.53 0.000
H -1.92 7.41 1.09 0.000
H -3.96 6.23 1.14 0.000
H -5.30 4.22 0.57 0.000
H -4.16 2.16 -0.05 0.001
H -1.44 1.08 2.64 0.001
H -2.93 0.41 4.48 0.000
H -5.12 -0.63 3.99 0.000
H -5.77 -1.02 1.63 0.000
H -4.36 -0.28 -0.19 0.001
H -2.55 -1.32 -1.10 0.002
H -3.66 -2.07 -3.13 0.002
H -4.11 -0.47 -4.97 0.000
H -3.47 1.89 -4.72 0.000
H -2.37 2.68 -2.64 0.000
C 1.24 0.28 1.45 0.332
C 1.88 1.11 2.32 0.052
C 1.26 2.34 2.69 0.127
C 1.86 3.19 3.59 -0.005
C 3.08 2.87 4.17 0.166
C 3.71 1.68 3.81 -0.006
C 3.14 0.81 2.92 0.128
H 0.30 2.58 2.26 0.006
H 1.36 4.11 3.86 -0.004
H 3.53 3.53 4.90 0.011
H 4.67 1.43 4.25 -0.004
H 3.63 -0.11 2.66 0.006
O 7.99 -0.47 1.48 0.000
C 7.59 0.14 0.34 0.001
O 8.37 0.76 -0.32 0.001
C 6.16 -0.01 -0.04 0.005
C 5.64 0.93 -0.93 -0.001
C 4.33 0.86 -1.36 0.008
C 3.51 -0.15 -0.87 0.024
S 1.90 -0.39 -1.54 0.178
C 4.01 -1.08 0.03 0.012
C 5.32 -1.02 0.44 0.001
H 7.25 -0.89 1.94 0.000
H 6.30 1.70 -1.29 0.000
H 3.94 1.58 -2.06 0.002
H 3.35 -1.85 0.40 0.004
H 5.69 -1.79 1.11 0.000
S -0.34 -2.54 -1.45 0.025
C 0.51 -3.85 -0.92 0.011
N 1.26 -3.90 0.19 0.023
C 1.64 -5.22 0.65 0.001
C 1.70 -6.09 -0.60 0.001
S 0.54 -5.34 -1.80 0.002
H 1.19 -3.14 0.86 0.017
H 0.89 -5.59 1.37 0.000
H 2.61 -5.18 1.14 0.000
H 1.38 -7.11 -0.42 0.000
H 2.69 -6.08 -1.05 0.000
Cl -3.58 -3.38 -0.05 0.374
C -2.39 -3.60 2.04 0.317
Cl -3.66 -3.49 3.20 0.041
Cl -1.72 -5.19 1.82 0.041
C -1.51 -2.58 1.88 0.145
N -0.75 -1.73 1.60 0.165
```



C41H32CaN8O3S2 as an isolated structure. Source: the OMol25 dataset; level of theory: the ωB97M-V functional and the def2-TZVPD basis.

The calculation puts the HOMO-LUMO gap at 0.1875 hartree. The calculation puts the energy relative to the best compared isomer or geometry (same formula, charge and spin) at 0.0 kJ/mol. The lowest unoccupied orbital energy is 3.824 eV. For the HOMO energy, the calculation gives -1.28 eV. As for the spin multiplicity: 1. As for the strongest force on any atom: 0.0104 hartree/bohr. As for the net charge: -2. As for the total energy: -101215.4005 eV.

```
87
Properties=species:S:1:pos:R:3:lowdin_charge:R:1
Ca 0.12 -0.15 -0.13 1.150
C 1.73 0.82 3.00 -0.123
N 2.20 0.39 1.68 -0.173
C 2.98 -0.83 1.77 -0.163
C 2.13 -2.00 2.21 -0.316
C 2.64 -3.02 2.99 -0.032
C 1.83 -4.10 3.29 -0.082
C 0.53 -4.12 2.80 -0.057
C 0.10 -3.04 2.04 -0.112
N 0.88 -2.01 1.76 0.055
C 2.96 1.47 1.05 -0.152
C 3.40 1.18 -0.36 -0.277
C 4.69 1.46 -0.78 -0.037
C 5.03 1.26 -2.11 -0.077
C 4.06 0.80 -2.98 -0.043
C 2.79 0.54 -2.47 -0.120
N 2.48 0.69 -1.19 0.088
C 0.27 0.57 3.32 -0.256
C -0.14 0.57 4.65 -0.039
C -1.48 0.40 4.94 -0.084
C -2.38 0.24 3.90 -0.059
C -1.88 0.24 2.60 -0.099
N -0.59 0.40 2.32 0.076
H 2.33 0.36 3.79 0.124
H 1.87 1.90 3.09 0.130
H 3.35 -1.08 0.78 0.073
H 3.83 -0.71 2.46 0.124
H 3.67 -2.98 3.34 0.104
H 2.21 -4.93 3.88 0.096
H -0.14 -4.95 3.00 0.099
H -0.90 -2.99 1.63 0.092
H 2.28 2.33 0.99 0.102
H 3.84 1.75 1.66 0.121
H 5.42 1.83 -0.07 0.100
H 6.04 1.46 -2.46 0.097
H 4.28 0.63 -4.02 0.106
H 2.00 0.17 -3.11 0.063
H 0.59 0.70 5.44 0.104
H -1.82 0.40 5.97 0.096
H -3.43 0.09 4.08 0.098
H -2.53 0.08 1.75 0.105
C -1.55 -4.49 -0.57 -0.081
O -2.70 -4.09 0.17 -0.132
C -3.40 -3.07 -0.46 -0.235
C -4.61 -3.35 -1.04 -0.040
C -5.33 -2.34 -1.69 -0.135
C -4.77 -1.08 -1.77 -0.090
C -3.53 -0.77 -1.20 -0.152
C -3.04 0.58 -1.39 -0.123
N -1.91 1.05 -1.03 -0.070
N -1.72 2.40 -1.37 0.042
C -0.64 2.88 -0.82 -0.508
O 0.18 2.29 -0.04 -0.182
C -0.36 4.32 -1.15 -0.135
C -1.29 5.12 -1.82 -0.042
C -1.00 6.44 -2.11 -0.109
C 0.22 7.00 -1.74 -0.128
C 1.15 6.21 -1.07 -0.106
C 0.86 4.88 -0.78 -0.032
C -2.82 -1.76 -0.46 -0.344
O -1.73 -1.56 0.18 -0.239
H -1.00 -5.21 0.04 0.079
H -0.89 -3.64 -0.80 0.048
H -1.84 -4.97 -1.51 0.090
H -4.99 -4.36 -0.99 0.104
H -6.29 -2.55 -2.14 0.076
H -5.30 -0.29 -2.31 0.094
H -3.71 1.26 -1.92 0.109
H -2.23 4.67 -2.11 0.097
H -1.73 7.05 -2.63 0.088
H 0.45 8.03 -1.97 0.084
H 2.11 6.63 -0.79 0.089
H 1.57 4.25 -0.26 0.096
S -0.19 -1.30 -2.91 0.521
C 1.23 -2.06 -3.53 -0.776
C 1.44 -2.09 -4.92 -0.098
C 2.58 -2.64 -5.51 -0.229
C 2.73 -2.61 -6.93 -0.212
N 2.84 -2.58 -8.08 0.115
C 3.57 -3.20 -4.68 -0.231
C 3.38 -3.19 -3.31 -0.100
C 2.25 -2.64 -2.69 -0.751
S 2.09 -2.69 -0.97 0.559
C 4.77 -3.76 -5.23 -0.215
N 5.73 -4.22 -5.66 0.112
H 0.69 -1.65 -5.55 0.097
H 4.14 -3.63 -2.67 0.093
```



C41H32N7O4RbSb as an isolated structure. Source: the OMol25 dataset; level of theory: the ωB97M-V functional and the def2-TZVPD basis.

The calculation puts the HOMO-LUMO gap at 0.2369 hartree. The calculation puts the energy relative to the best compared isomer or geometry (same formula, charge and spin) at 30.7 kJ/mol. The lowest unoccupied orbital energy is 2.049 eV. For the HOMO energy, the calculation gives -4.40 eV. As for the spin multiplicity: 1. As for the strongest force on any atom: 0.0095 hartree/bohr. As for the net charge: -1. As for the total energy: -68852.8161 eV.

```
86
Properties=species:S:1:pos:R:3:lowdin_charge:R:1
Rb -0.07 -0.64 -0.43 0.780
O -4.25 -0.81 -3.09 0.106
C -3.32 -1.21 -2.20 -0.464
O -3.17 -0.66 -1.14 0.052
C -2.53 -2.39 -2.68 -0.192
C -2.91 -3.12 -3.79 -0.003
C -2.11 -4.20 -4.15 -0.048
C -0.98 -4.48 -3.40 0.011
C -0.67 -3.68 -2.31 -0.157
N -1.45 -2.66 -1.94 0.121
C 0.63 -3.94 -1.51 -0.680
O 1.38 -4.78 -2.01 -0.019
O 0.77 -3.25 -0.46 -0.181
H -4.64 0.00 -2.72 0.123
H -3.79 -2.85 -4.36 0.111
H -2.37 -4.81 -5.01 0.103
H -0.30 -5.28 -3.64 0.114
C -1.61 2.57 0.36 -0.046
C -1.51 2.77 1.84 -0.318
C -2.08 3.87 2.49 -0.032
C -1.97 3.97 3.86 -0.082
C -1.30 2.98 4.55 -0.149
C -0.75 1.92 3.83 -0.456
N -0.86 1.81 2.51 0.097
Sb 0.32 0.43 4.96 1.490
C -0.77 -1.33 4.36 -0.451
C -1.15 -2.17 5.40 -0.157
C -1.86 -3.32 5.10 -0.082
C -2.15 -3.59 3.78 -0.033
C -1.73 -2.70 2.79 -0.307
C -2.01 -2.98 1.34 -0.041
N -1.05 -1.58 3.08 0.102
C 2.10 0.22 3.76 -0.449
C 3.25 -0.12 4.46 -0.149
C 4.45 -0.21 3.76 -0.077
C 4.45 0.07 2.41 -0.030
C 3.25 0.42 1.79 -0.319
C 3.20 0.71 0.32 -0.035
N 2.10 0.48 2.46 0.095
H -2.14 3.39 -0.13 0.080
H -0.63 2.48 -0.09 0.077
H -2.15 1.65 0.16 0.062
H -2.60 4.62 1.91 0.107
H -2.41 4.81 4.39 0.101
H -1.18 3.02 5.63 0.073
H -0.90 -1.92 6.43 0.070
H -2.17 -4.00 5.88 0.102
H -2.69 -4.48 3.50 0.107
H -2.66 -3.85 1.23 0.081
H -2.50 -2.13 0.86 0.062
H -1.08 -3.17 0.81 0.049
H 3.21 -0.31 5.53 0.074
H 5.36 -0.48 4.27 0.103
H 5.36 0.03 1.83 0.110
H 4.18 0.92 -0.09 0.084
H 2.81 -0.15 -0.22 0.038
H 2.53 1.55 0.12 0.086
N 3.42 5.73 -9.16 0.135
C 3.02 5.05 -8.32 -0.193
C 2.52 4.21 -7.26 -0.242
C 3.06 4.30 -5.98 -0.024
C 2.58 3.48 -4.98 -0.008
C 1.54 2.58 -5.22 -0.199
C 1.00 2.50 -6.50 -0.012
C 1.49 3.30 -7.52 -0.023
C 1.02 1.72 -4.12 -0.056
C 1.87 0.69 -3.73 -0.276
C 3.06 0.29 -4.44 -0.047
C 3.52 -0.83 -3.83 -0.081
C 2.62 -1.08 -2.75 -0.188
N 1.65 -0.19 -2.68 -0.006
C -0.27 2.05 -3.66 -0.273
C -1.02 3.17 -4.15 -0.059
C -2.24 3.13 -3.49 -0.101
C -2.17 1.99 -2.65 -0.239
N -1.01 1.36 -2.72 0.059
H 3.86 5.00 -5.79 0.115
H 3.00 3.54 -3.98 0.128
H 0.20 1.80 -6.69 0.130
H 1.07 3.24 -8.52 0.116
H 3.47 0.78 -5.32 0.100
H 4.38 -1.43 -4.09 0.084
H 2.66 -1.90 -2.04 0.100
H -0.70 3.89 -4.88 0.096
H -3.07 3.81 -3.60 0.076
H -2.94 1.65 -1.97 0.075
```



Calculated values (u) of molecular weight for the records, taken in order: 1134.379; 788.972; 893.980.